Computed, not measured: a 2-piece molecular cluster, C5H7NOS3 overall in a non-equilibrium geometry, with ωB97M-V with the def2-TZVPD basis set.

As for the LUMO energy: -0.84 eV. The charge is 0. Its HOMO-LUMO gap is 8.393 eV. Its structure (SMILES) is OC(=S)/C=N/S.C#CCS.

Geometry (Å):
O -3.491 -2.078 0.245
C -3.759 -0.819 -0.114
S -5.241 -0.284 -0.522
C -2.501 -0.034 -0.072
N -2.513 1.202 -0.378
S -1.038 2.029 -0.306
H -4.327 -2.574 0.210
H -1.612 -0.596 0.232
H -1.546 3.207 -0.689
C 1.457 0.659 0.180
C 2.629 0.429 0.315
C 4.047 0.122 0.488
S 4.750 -0.903 -0.849
H 0.423 0.872 0.057
H 4.636 1.044 0.484
H 4.214 -0.365 1.454
H 3.873 -1.911 -0.734

---

Computed, not measured: a 3-piece molecular cluster, C17H22F16IO4P overall in a non-equilibrium geometry, with ωB97M-V with the def2-TZVPD basis set.

As for the LUMO energy: 0.29 eV. The charge is 0. Its HOMO-LUMO gap is 8.800 eV. Its structure (SMILES) is FC(F)C(F)(F)COC(F)(F)C(F)F.FC(F)C(F)(F)COC(F)(F)C(F)F.CC(=O)OCCPC[C@H](C)I.

Geometry (Å):
F 4.525 -2.464 -2.290
C 4.413 -2.871 -3.566
F 3.118 -3.243 -3.732
C 5.342 -4.039 -3.912
F 5.012 -5.150 -3.215
F 5.135 -4.345 -5.226
C 6.860 -3.786 -3.753
O 7.495 -4.231 -2.541
C 7.433 -3.398 -1.406
F 7.007 -2.174 -1.769
F 8.709 -3.238 -0.992
C 6.615 -4.012 -0.263
F 5.360 -4.316 -0.650
F 6.505 -3.138 0.767
H 4.599 -2.016 -4.221
H 7.343 -4.386 -4.529
H 7.133 -2.756 -3.991
H 7.082 -4.928 0.102
F -7.243 0.983 5.622
C -7.229 2.302 5.868
F -8.504 2.734 5.684
C -6.277 3.079 4.952
F -6.682 3.021 3.663
F -6.355 4.394 5.311
C -4.781 2.693 5.020
O -4.272 1.787 4.026
C -4.439 0.402 4.230
F -4.819 0.178 5.502
F -3.209 -0.142 4.110
C -5.370 -0.242 3.195
F -6.584 0.347 3.175
F -5.577 -1.550 3.485
H -6.973 2.457 6.919
H -4.228 3.617 4.831
H -4.479 2.392 6.026
H -4.947 -0.169 2.191
C 2.706 0.437 -1.265
C 1.925 1.643 -1.984
O 1.937 1.631 -3.214
O 1.282 2.527 -1.129
C 0.816 3.739 -1.732
C -0.751 3.865 -1.332
P -1.590 2.460 -2.336
C -2.630 1.369 -1.187
C -1.914 -0.014 -0.813
C -1.386 -0.834 -2.081
I -3.304 -1.363 0.245
H 3.712 0.288 -1.758
H 2.033 -0.474 -1.315
H 2.874 0.674 -0.173
H 1.406 4.649 -1.367
H 0.838 3.792 -2.858
H -0.817 3.694 -0.215
H -1.116 4.889 -1.651
H -2.433 3.146 -3.291
H -3.629 1.215 -1.718
H -2.879 1.905 -0.208
H -1.054 0.216 -0.099
H -0.357 -1.251 -1.810
H -1.360 -0.236 -3.041
H -2.028 -1.757 -2.291

---

Computed, not measured: a 2-piece molecular cluster, C5H11N overall in a non-equilibrium geometry, with ωB97M-V with the def2-TZVPD basis set.

As for the LUMO energy: -1.37 eV. The charge is 0. Its HOMO-LUMO gap is 6.499 eV.

Geometry (Å):
C -1.059 -0.031 0.901
C -0.725 0.925 -0.291
C 0.442 0.433 -1.049
C 2.258 0.539 0.614
C 1.704 0.056 -0.515
N -2.150 -0.938 0.473
H -1.433 0.628 1.686
H -0.197 -0.628 1.179
H -1.588 1.051 -0.942
H -0.515 1.910 0.141
H 0.226 -0.009 -2.027
H -1.780 -1.218 -0.454
H 3.195 0.067 0.862
H 1.809 1.437 1.018
H 2.261 -0.755 -0.956
H -0.412 -1.631 -1.574
H -2.035 -1.837 0.937

---

Looking at total energy for the records above, in order, we have -1519.1371; -3198.7705; -251.6578 Ha.